Here is a 18-piece molecular cluster, C96H144B3F12N27O9 overall from the OMol25 dataset. Energies are from ωB97M-V/def2-TZVPD.

Each line ends with the Mulliken charge.
CARTESIAN COORDINATES (ANGSTROEM)
C: -5.7747 0.0675 -1.5254  -0.553
C: -6.2953 -0.4771 -2.8354  -0.326
N: -5.4742 -1.5095 -3.4245  1.437
C: -4.1389 -1.7632 -3.2337  -0.605
C: -3.7425 -2.7208 -4.1323  -1.227
N: -4.8481 -3.0513 -4.8814  0.889
C: -5.8724 -2.2779 -4.4670  -1.437
C: -4.9228 -3.9247 -6.1019  -0.934
H: -6.5334 0.6974 -1.0478  0.683
H: -4.9752 0.7449 -1.8050  -0.018
H: -5.5325 -0.6693 -0.7642  -0.326
H: -6.4233 0.2916 -3.5962  -0.049
H: -7.3335 -0.7702 -2.8177  0.467
H: -3.4894 -1.2221 -2.5689  0.643
H: -2.7599 -3.1101 -4.4251  0.877
H: -6.9203 -2.2863 -4.7716  0.445
H: -4.6788 -3.3149 -6.9505  0.326
H: -5.8901 -4.4069 -6.1446  0.364
H: -4.2326 -4.7427 -5.9642  0.338
C: -4.5117 6.2429 4.6061  -0.656
C: -5.2674 5.1522 5.3943  -0.529
N: -5.6746 4.0629 4.4566  0.197
C: -6.5110 4.1296 3.4152  -0.548
C: -6.5944 2.8530 2.8453  -0.470
N: -5.7705 2.0495 3.6153  0.526
C: -5.1887 2.7712 4.5894  -0.364
C: -5.7352 0.6054 3.5681  -0.524
H: -3.7609 5.7420 3.9853  -0.010
H: -4.0383 6.9486 5.2853  0.363
H: -5.2055 6.7769 3.9576  0.417
H: -6.1612 5.5187 5.9070  0.406
H: -4.6490 4.7309 6.1888  0.237
H: -7.0186 5.0185 3.1242  0.513
H: -7.2108 2.5076 2.0290  0.532
H: -4.5402 2.3237 5.3813  0.420
H: -5.7554 0.2706 2.5439  0.150
H: -6.6157 0.1821 4.0463  0.352
H: -4.9057 0.2108 4.1510  -0.036
C: 2.3573 -2.3430 1.5543  0.065
C: 1.8447 -3.2189 0.4340  0.451
N: 0.9125 -4.2607 0.8360  0.731
C: -0.3289 -4.0430 1.3336  0.044
C: -0.8348 -5.3144 1.6627  -1.481
N: 0.1337 -6.2415 1.4366  0.292
C: 1.2338 -5.5970 0.9013  -0.556
C: 0.1017 -7.6943 1.6509  -0.790
H: 3.2267 -2.7995 2.0343  0.543
H: 1.5831 -2.0866 2.2658  0.070
H: 2.8020 -1.4685 1.0659  -0.414
H: 2.6921 -3.6535 -0.0977  -0.232
H: 1.3799 -2.6649 -0.3806  -0.824
H: -0.8455 -3.0956 1.3267  0.706
H: -1.8422 -5.5197 1.9992  0.682
H: 2.1854 -6.0405 0.6908  0.645
H: -0.6801 -8.1632 1.0458  0.326
H: -0.2044 -7.9005 2.6728  0.378
H: 1.0772 -8.1219 1.4624  0.311
C: 3.0406 -2.6194 5.9063  -0.523
C: 2.1538 -3.2991 6.9456  -0.848
N: 0.8197 -2.6746 6.9370  0.306
C: 0.3443 -1.6183 7.6923  -0.507
C: -0.9870 -1.3783 7.3159  -0.803
N: -1.2838 -2.3390 6.3437  0.345
C: -0.1737 -3.1487 6.1654  -0.328
C: -2.6049 -2.6506 5.7739  -0.752
H: 2.6049 -2.6065 4.9196  -0.089
H: 3.9802 -3.1091 5.7535  0.536
H: 3.2034 -1.5814 6.1688  0.327
H: 2.5741 -3.1274 7.9376  0.352
H: 2.0873 -4.3513 6.7098  0.368
H: 0.9490 -1.1932 8.4989  0.536
H: -1.6140 -0.6386 7.8109  0.831
H: -0.0155 -4.0070 5.5267  0.430
H: -3.2353 -3.1572 6.5157  0.389
H: -2.5396 -3.2534 4.8744  0.327
H: -3.0572 -1.7065 5.5163  0.071
C: -3.1039 3.1318 -1.1969  -1.857
C: -3.2928 3.2066 0.3182  -0.022
N: -2.1738 3.6960 1.0612  0.556
C: -2.0865 3.8182 2.4242  -1.058
C: -0.8836 4.4742 2.7062  -1.016
N: -0.2383 4.6865 1.5124  0.482
C: -1.0412 4.2215 0.5158  -0.228
C: 1.0580 5.3839 1.3586  -0.422
H: -4.0878 2.9349 -1.6090  0.427
H: -2.4134 2.3059 -1.4325  0.055
H: -2.6970 4.0592 -1.6038  0.790
H: -3.5890 2.2581 0.7795  0.290
H: -4.1154 3.9028 0.5262  0.530
H: -2.8384 3.5172 3.1371  0.769
H: -0.4699 4.7728 3.6505  0.819
H: -0.7867 4.3357 -0.5574  0.391
H: 0.8920 6.4617 1.4523  0.320
H: 1.3825 5.1959 0.3492  0.002
H: 1.6543 4.9710 2.1551  0.092
C: 6.2363 -4.5030 0.2701  -0.726
C: 6.7157 -3.6028 1.4430  -0.660
N: 6.2988 -2.2343 1.3340  0.423
C: 6.2762 -1.5385 0.1539  -0.864
C: 5.9344 -0.2441 0.4470  -0.691
N: 5.6884 -0.2032 1.7776  0.427
C: 5.9677 -1.4049 2.3163  -0.426
C: 5.3686 1.0202 2.5952  -1.022
H: 6.6577 -4.1910 -0.6747  0.212
H: 5.1427 -4.4619 0.2596  0.067
H: 6.5127 -5.5584 0.3378  0.585
H: 7.7886 -3.6286 1.5922  0.377
H: 6.3563 -4.0106 2.3877  0.435
H: 6.5700 -1.9951 -0.7780  0.566
H: 5.8648 0.6497 -0.1831  0.785
H: 5.9299 -1.6888 3.3432  0.573
H: 4.7634 0.7854 3.4557  0.254
H: 4.6899 1.6356 2.0291  -0.048
H: 6.2582 1.5853 2.8499  0.581
C: 2.4190 2.5529 8.6771  -1.376
C: 0.9683 2.7272 8.1932  0.117
N: 0.8217 3.8782 7.2708  0.398
C: 1.6946 4.2027 6.2700  -0.213
C: 1.2900 5.4313 5.7642  -0.862
N: 0.1453 5.7956 6.4410  0.162
C: -0.1385 4.8443 7.3642  -0.328
C: -0.7456 6.9576 6.2785  -0.910
H: 2.7426 3.3795 9.3061  0.384
H: 3.1211 2.3635 7.8593  0.277
H: 2.4242 1.6635 9.3107  0.453
H: 0.3442 2.9546 9.0308  0.552
H: 0.7032 1.8652 7.6177  -0.463
H: 2.5886 3.6458 6.0322  0.561
H: 1.8019 6.0711 5.0332  0.622
H: -0.9635 4.8573 8.0656  0.491
H: -1.3867 6.7668 5.4335  0.237
H: -0.1282 7.8354 6.1776  0.415
H: -1.2062 7.1293 7.2285  0.408
C: 1.0906 0.6328 4.6985  1.005
C: -0.0390 1.2780 3.9396  0.611
N: 0.1565 0.9679 2.4329  0.930
C: 1.1303 1.3846 1.6514  0.130
C: 0.9724 0.8308 0.3728  0.013
N: -0.2089 0.1275 0.4390  1.177
C: -0.7622 0.2223 1.7054  0.531
C: -0.8321 -0.4797 -0.6892  1.020
H: 0.8679 -0.4446 4.7376  0.000
H: 0.9987 0.9481 5.7449  -0.973
H: 2.0992 0.9007 4.3859  -0.241
H: 0.0858 2.3483 3.9482  -0.943
H: -1.0115 0.9038 4.1904  0.178
H: 1.9333 1.9803 2.0785  -0.144
H: 1.6685 0.9397 -0.4344  -0.079
H: -1.6583 -0.2211 2.1765  -0.490
H: -1.4959 -1.2402 -0.3423  -0.964
H: -0.0721 -0.9415 -1.3148  0.154
H: -1.4433 0.2621 -1.2228  -0.728
C: 3.7518 -9.7542 -2.3798  -0.816
N: 4.1280 -8.3220 -2.6299  0.033
C: 3.3004 -7.5718 -3.2979  -0.682
C: 3.5854 -6.2237 -3.5088  -0.395
C: 4.8177 -5.7144 -3.1245  0.681
C: 5.6886 -6.6098 -2.4893  -0.939
C: 5.3675 -7.9226 -2.3433  -0.648
C: 5.2243 -4.2559 -3.3114  0.789
C: 6.5440 -3.9195 -3.6150  -0.346
C: 6.9438 -2.6584 -3.7897  -0.842
N: 6.0578 -1.6168 -3.6746  0.159
C: 4.7307 -1.9027 -3.5474  -0.601
C: 4.2970 -3.2314 -3.3030  -0.210
C: 6.5597 -0.2271 -3.8928  -0.975
H: 2.6760 -9.7739 -2.1517  0.329
H: 4.3400 -10.1075 -1.5459  0.311
H: 3.9058 -10.2730 -3.3345  0.385
H: 2.4014 -7.9867 -3.7206  0.853
H: 2.7795 -5.6272 -3.9561  0.559
H: 6.6856 -6.3118 -2.1929  0.498
H: 6.0154 -8.6436 -1.8256  0.413
H: 7.2631 -4.7220 -3.7087  0.685
H: 7.9058 -2.2948 -4.0796  0.594
H: 4.0962 -1.0217 -3.5128  0.317
H: 3.2674 -3.5200 -3.1581  0.331
H: 7.1484 -0.0088 -3.0141  0.415
H: 5.7559 0.4920 -3.7798  0.240
H: 7.0582 -0.2197 -4.8622  0.452
C: -9.3203 -3.2929 -0.9237  -0.872
N: -7.9598 -3.8814 -1.1993  0.140
C: -6.8995 -3.6590 -0.3915  -1.093
C: -5.6962 -4.2411 -0.5844  -0.402
C: -5.5586 -5.0908 -1.6538  1.062
C: -6.6091 -5.3417 -2.5342  -0.840
C: -7.8574 -4.7253 -2.2282  -0.568
C: -4.2505 -5.7368 -1.8573  0.425
C: -3.0266 -5.1220 -1.5763  -0.194
C: -1.8592 -5.7374 -1.8576  -1.529
N: -1.8071 -7.0132 -2.3814  0.407
C: -2.9574 -7.6591 -2.5945  -0.680
C: -4.1794 -7.0620 -2.3253  -0.644
C: -0.4985 -7.6439 -2.7145  -1.135
H: -9.6905 -3.7628 -0.0206  0.393
H: -9.9916 -3.6198 -1.7068  0.353
H: -9.2238 -2.2108 -0.9160  0.366
H: -7.1308 -2.9712 0.4135  0.833
H: -4.9235 -4.0873 0.1517  0.788
H: -6.5373 -6.0870 -3.3103  0.704
H: -8.7273 -4.9127 -2.8654  0.473
H: -3.0058 -4.1100 -1.1693  0.322
H: -0.9290 -5.2294 -1.6564  0.946
H: -3.0487 -8.6278 -3.0619  0.475
H: -5.0543 -7.6915 -2.4805  0.705
H: 0.1829 -7.3063 -1.9617  0.331
H: -0.2935 -7.3330 -3.7275  0.383
H: -0.5803 -8.7213 -2.6855  0.509
C: 5.2829 4.5447 0.8995  -1.043
N: 5.3539 5.2628 -0.4005  0.313
C: 6.4012 6.0477 -0.7111  -0.412
C: 6.4501 6.6957 -1.8943  -0.584
C: 5.4044 6.5609 -2.7995  0.941
C: 4.3247 5.7479 -2.4849  -0.900
C: 4.2899 5.1326 -1.2302  -0.057
C: 5.4295 7.2074 -4.1301  0.402
C: 4.5101 8.1709 -4.4928  -0.544
C: 4.6101 8.7945 -5.7177  -0.438
N: 5.6067 8.5068 -6.5757  -0.013
C: 6.5274 7.6076 -6.2310  -0.251
C: 6.5265 7.0264 -4.9743  -0.746
C: 5.5405 9.2062 -7.9301  -0.880
H: 5.9531 3.7072 0.7710  0.495
H: 4.2659 4.2581 1.0970  -0.346
H: 5.6183 5.1855 1.7070  0.690
H: 7.1797 6.1627 0.0408  0.508
H: 7.3332 7.2618 -2.1185  0.673
H: 3.5360 5.5332 -3.2337  0.667
H: 3.4771 4.4580 -0.9580  0.227
H: 3.7154 8.4720 -3.8254  0.529
H: 3.9603 9.5966 -6.0037  0.498
H: 7.3208 7.3897 -6.9500  0.407
H: 7.3602 6.4063 -4.6484  0.534
H: 5.5798 10.2815 -7.7788  0.367
H: 4.6944 8.8107 -8.4732  0.388
H: 6.3476 8.9056 -8.5729  0.332
C: 1.3373 0.3366 -4.3337  -0.705
N: -0.0665 0.7022 -4.7179  0.359
C: -0.8382 -0.2677 -5.3055  -0.701
C: -2.1237 -0.0235 -5.6605  -0.678
C: -2.7167 1.2012 -5.3251  1.193
C: -1.8762 2.1636 -4.7708  -0.636
C: -0.6197 1.8935 -4.4470  -0.001
C: -4.1407 1.4681 -5.7043  1.327
C: -4.8126 0.6836 -6.5944  -0.802
C: -6.1616 0.9629 -6.8511  -0.460
N: -6.7078 2.0110 -6.3287  0.011
C: -6.0850 2.8333 -5.4956  -0.859
C: -4.7804 2.5733 -5.1324  -0.498
C: -8.1518 2.3571 -6.7205  -0.836
H: 1.8499 0.1667 -5.2670  0.523
H: 1.3516 -0.5263 -3.6706  0.160
H: 1.7778 1.1385 -3.7675  -0.152
H: -0.2864 -1.1730 -5.6149  0.445
H: -2.6868 -0.8133 -6.1451  0.289
H: -2.2673 3.1722 -4.6806  0.881
H: 0.0629 2.5732 -3.9368  -0.376
H: -4.3644 -0.1781 -7.0815  0.805
H: -6.7569 0.3439 -7.5295  0.465
H: -6.5445 3.7756 -5.2056  0.509
H: -4.4130 3.2933 -4.3914  0.352
H: -8.5372 1.5851 -7.3701  0.334
H: -8.0597 3.2524 -7.3168  0.400
H: -8.7224 2.4664 -5.8051  0.370
N: 0.1565 -3.6606 -3.4148  0.319
O: 0.1141 -4.4144 -4.3730  -0.718
O: -0.6181 -2.6682 -3.3964  -0.243
O: 0.9574 -3.9139 -2.4496  -0.099
N: 0.4174 4.7745 -3.0691  0.882
O: 1.3224 4.6147 -3.9233  -0.671
O: -0.7941 4.7350 -3.3769  -0.654
O: 0.6639 4.9815 -1.8532  -0.672
N: -2.4314 1.7297 6.6562  1.071
O: -1.7817 1.5118 7.6813  -0.677
O: -3.2520 0.8710 6.2855  -0.805
O: -2.2318 2.8156 6.0129  -0.341
B: -3.7415 -1.7935 1.4582  -0.410
F: -5.1295 -1.9450 1.6183  -0.109
F: -3.4340 -0.7686 0.4856  0.080
F: -3.1117 -1.4215 2.6762  -0.327
F: -3.0988 -3.0123 1.0348  -0.131
B: 3.6930 1.6128 -1.5872  -0.386
F: 2.5462 2.2410 -2.1989  -0.197
F: 3.6681 1.8904 -0.1947  0.295
F: 3.4016 0.2024 -1.7709  0.401
F: 4.9275 1.9360 -2.1762  -0.270
B: 4.2872 3.4937 4.2192  0.039
F: 3.9807 2.2603 4.8955  -0.242
F: 5.5353 3.4363 3.5081  -0.333
F: 3.2027 3.8395 3.2598  -0.015
F: 4.3757 4.5341 5.1559  -0.277

Properties
Highest occupied orbital energy: -23.2418 eV
Charge: +10
Multiplicity: 1
DFT total energy: -195076.910 eV
Strongest force on any atom: 0.0859 hartree/bohr